Record 1
The following is a quantum chemistry calculation of a structure of composition C28H23MoN3O5S5 in a non-equilibrium geometry, from OMol25.

XYZ file:
```
65
Properties=species:S:1:pos:R:3
H 11.15 9.30 13.63
H 13.31 9.60 11.52
C 7.31 8.06 8.87
C 7.14 12.09 6.09
H 5.71 13.56 10.24
H 7.20 6.14 7.98
H 12.38 10.57 13.50
S 5.45 13.21 15.58
H 5.06 8.90 13.10
C 5.55 11.31 11.80
H 7.01 6.98 5.66
C 11.67 9.96 12.93
H 11.90 12.35 11.26
O 11.08 10.31 7.59
S 5.16 10.71 10.21
C 7.44 6.62 12.88
C 6.81 13.43 8.46
N 6.76 8.18 11.23
C 10.59 10.66 8.64
C 11.44 9.30 10.50
N 7.05 12.11 8.45
C 6.78 14.13 7.24
Mo 7.78 10.96 10.23
C 11.47 10.71 9.91
H 12.43 8.14 12.01
H 6.61 15.20 7.28
C 6.02 8.59 13.52
S 4.46 12.00 13.01
C 7.11 7.67 6.49
C 7.06 9.04 6.36
O 8.83 12.69 10.73
H 7.46 6.38 13.93
C 7.39 7.51 10.28
C 7.20 9.91 7.43
H 7.35 14.18 10.40
H 8.66 5.03 12.16
H 6.60 9.48 13.78
C 6.49 14.11 9.74
C 5.71 12.50 14.12
C 8.05 6.33 10.58
H 7.28 11.54 5.17
C 10.03 12.80 10.30
H 6.12 15.10 9.52
H 6.90 9.45 5.38
H 12.48 10.92 9.55
H 8.80 9.23 12.27
C 9.27 9.83 11.49
C 6.75 7.77 12.51
S 7.30 12.23 13.50
H 8.63 5.80 9.84
H 7.06 14.02 5.11
C 6.86 11.42 12.08
C 6.99 13.49 6.05
C 7.15 11.42 7.30
O 9.36 10.93 8.81
C 11.03 11.78 10.90
N 7.35 9.40 8.67
C 7.22 7.20 7.79
O 10.47 13.66 9.59
C 12.32 9.19 11.76
C 8.10 5.91 11.90
H 5.83 8.01 14.42
H 11.79 8.57 9.79
S 10.30 11.02 12.35
O 10.11 8.88 10.79
```

Calculated values
2S+1: 3
Max |F| (eV/Å): 1.63
Molecular weight (g mol⁻¹): 737.8
LUMO energy (alpha / beta) (eV): -0.55 / -0.70
E_HOMO (alpha / beta) (eV): -6.6688 / -6.8761
E_tot (hartree): -3680.4333
HOMO-LUMO gap (alpha / beta) (eV): 6.119 / 6.176

=====

Record 2
The following is a quantum chemistry calculation of a structure of composition C28H23N11O2STi, from OMol25.

XYZ file:
```
66
Properties=species:S:1:pos:R:3
H 2.05 -5.11 -4.14
C 3.90 -1.30 1.82
C -0.66 -1.79 -2.13
C 4.32 -3.80 -1.99
C -3.95 3.52 -1.60
C 2.06 -3.34 -1.26
H -1.77 3.22 1.48
H -5.95 0.80 -1.94
H -0.05 -1.32 -2.88
H 1.96 4.60 -1.05
H -0.98 -0.88 1.69
N -1.54 -3.39 -0.91
O 3.08 -1.94 0.94
H -0.32 -5.09 -2.21
Ti -1.67 1.05 -1.07
C 3.81 -4.49 -3.08
H -4.64 5.56 -1.60
C -1.97 -2.22 -0.52
N -1.57 3.16 -1.24
N -1.46 -1.19 -1.26
O -3.41 1.21 -1.65
H -2.37 5.01 -1.49
N -0.70 -3.10 -1.93
C -2.58 3.94 -1.44
H -7.67 2.58 -2.04
C -6.63 2.85 -1.91
H -2.69 -2.10 0.26
C 3.29 -0.57 2.93
N -1.05 2.04 3.06
N -1.54 1.11 1.09
H 5.38 -3.71 -1.83
C 3.44 -3.22 -1.08
H -7.02 4.96 -1.87
C -4.34 2.18 -1.70
N 5.18 -2.21 0.36
C -5.68 1.85 -1.86
N 5.14 -1.44 1.52
H 4.49 -4.94 -3.79
C -0.18 0.09 4.26
H -0.52 0.66 5.12
H 1.65 1.40 5.80
H -0.57 -0.93 4.34
C 0.07 -4.15 -2.60
H 4.10 1.43 5.53
C 0.68 3.05 -1.29
N -0.83 0.70 3.09
H 2.71 3.10 -1.47
C 3.96 -2.47 0.06
S 0.66 1.33 -1.69
H 1.40 -2.89 -0.53
C 1.32 0.11 4.12
N 1.90 3.60 -1.17
C -4.94 4.52 -1.67
N -0.35 3.82 -1.12
C -1.49 2.25 1.85
C -6.27 4.19 -1.82
C 1.92 -0.60 3.10
C 2.11 0.84 5.00
C -1.10 0.16 1.92
C 3.49 0.86 4.84
H 5.16 0.17 3.67
C 1.56 -4.01 -2.36
H -0.15 -4.10 -3.66
H 1.32 -1.19 2.41
C 2.44 -4.59 -3.27
C 4.09 0.16 3.81
```

Calculated values
2S+1: 2
Max |F| (eV/Å): 0.48
Molecular weight (g mol⁻¹): 625.5
Charge: +1
LUMO energy (alpha / beta) (eV): -2.79 / -2.81
E_HOMO (alpha / beta) (eV): -10.7371 / -10.8778
E_tot (hartree): -3081.2104
HOMO-LUMO gap (alpha / beta) (eV): 7.944 / 8.063